ORCA calculation (the ωB97M-V functional and the def2-TZVPD basis) on C4H3O4Sc as an isolated structure at a distorted geometry.

Relative energy (zero: lowest compared OMol25 entry of this formula, charge and spin) = 0.0 kcal per mole
Multiplicity = 2
E_tot = -33048.028 eV
Total charge = +3

CARTESIAN COORDINATES (ANGSTROEM)
C (-1.31, 0.19, 2.11)
C (-1.19, -0.81, -0.79)
O (-0.98, -0.92, 2.38)
O (-1.69, 0.76, 1.00)
C (-1.10, 0.44, -0.24)
H (-1.28, -0.89, -1.87)
H (-1.50, -1.68, -0.20)
H (-1.11, 1.33, -0.86)
O (2.62, 0.80, -0.16)
Sc (4.54, 1.47, 0.15)
C (1.70, 0.14, -0.51)
O (1.30, -0.85, -1.01)